# C50H74Cl38F3N2O8PS2

A 20-piece molecular cluster, C50H74Cl38F3N2O8PS2 overall at a distorted geometry (wB97M-V/def2-TZVPD, the OMol25 dataset).

Summary:
Lowest unoccupied orbital energy ... -0.881 eV

```
178
Properties=species:S:1:pos:R:3:forces:R:3:lowdin_charge:R:1
C -1.106186 -0.589395 3.797479 0.263 -0.013 -0.075 -0.229
C -0.285531 0.412386 4.694511 -0.423 -0.503 -0.394 -0.588
S -1.148578 1.994259 5.076783 0.002 -0.099 0.261 0.823
C -1.798896 2.774173 3.529389 0.255 0.232 -1.099 -0.418
C -1.126047 2.297252 2.203564 1.082 -0.741 -2.660 -0.115
C -1.827873 1.466018 1.164466 1.471 0.389 0.710 -0.063
C -3.337485 1.107309 1.525471 0.847 1.680 -0.903 -0.116
C -4.168109 2.466293 1.281599 -0.200 -0.227 -0.883 -0.200
C -5.524676 2.255505 0.484230 0.275 1.522 0.425 -0.243
O -6.156566 0.983544 0.700320 0.801 0.021 -1.746 -0.159
C -1.157744 1.038310 -0.113866 0.296 0.589 0.922 -0.069
C -1.958386 0.152187 -1.132903 -0.338 -0.031 1.097 -0.179
C -3.003450 1.008879 -1.990529 0.856 -0.882 -0.028 -0.251
N -2.882659 0.692401 -3.443492 -0.511 0.653 0.646 -0.001
C 0.231609 1.445493 -0.401262 -0.357 1.079 3.022 0.011
C 0.924168 2.281493 0.622612 -0.956 -0.955 -0.100 0.019
C 0.263552 2.692402 1.889773 -1.701 -0.909 -1.713 -0.124
N 0.932685 3.538886 2.885874 2.044 -2.258 0.778 0.095
C 1.872699 2.921228 3.422999 -0.056 -0.823 -1.046 -0.624
S 3.053890 1.877372 3.855304 -1.801 2.292 -0.406 0.703
C 2.378359 2.746323 0.281415 -1.440 0.200 0.514 -0.259
O 2.709554 3.845364 0.703459 0.411 -1.245 -0.727 0.060
C 3.256318 1.821331 -0.589844 0.873 -1.355 -1.409 -0.003
C 4.719933 1.787555 -0.435414 -0.235 -0.867 -1.833 -0.079
C 5.542540 2.625721 0.585217 0.328 -0.613 0.192 -0.186
C 6.828907 3.312242 -0.005861 0.057 0.213 -0.287 -0.195
C 6.548654 4.413843 -1.105533 -0.203 0.592 0.804 -0.137
C 5.126617 5.062405 -1.046416 0.199 0.112 -1.972 -0.188
O 4.961238 6.006666 0.045797 -1.465 0.028 0.145 -0.086
C 3.719262 6.640404 -0.095530 -0.577 0.719 -0.961 -0.296
O 3.450687 7.362932 -1.031887 0.777 -0.909 1.013 0.069
C 5.498470 0.908015 -1.347226 -2.728 -0.015 -0.422 0.049
C 4.870801 0.067473 -2.400159 -0.781 1.510 1.723 -0.124
C 5.874905 -0.744391 -3.281165 -0.327 0.085 -0.036 -0.152
C 6.132412 -2.230821 -2.809828 0.725 0.804 0.085 -0.112
C 6.830298 -2.276677 -1.406860 -1.005 -0.708 -1.106 -0.520
F 7.778940 -1.297274 -1.255822 -0.947 -1.220 0.232 0.104
F 5.883679 -2.168032 -0.407829 1.553 0.005 -0.767 0.098
F 7.443652 -3.508246 -1.283094 -0.450 1.518 0.401 0.083
C 3.367744 0.081484 -2.554151 1.472 0.622 2.347 -0.071
P 2.485060 -0.917478 -3.874453 -1.876 2.180 -3.166 0.613
O 2.142721 0.067639 -4.969346 0.532 -1.967 1.798 -0.301
O 1.103877 -1.692958 -3.303300 3.483 0.642 -0.387 -0.282
O 3.403974 -2.134653 -4.530445 -0.386 0.540 1.466 -0.198
C 2.586097 0.969863 -1.626616 1.457 -0.072 0.432 0.002
C 1.020045 1.110471 -1.701974 -0.666 0.111 0.266 -0.259
O 0.389699 1.011680 -2.736144 1.040 -0.063 0.807 0.092
H -2.203199 -0.333443 3.787554 1.264 -0.112 -0.189 0.005
H -0.656153 -0.568344 2.770871 -0.740 0.133 0.939 0.006
H -1.049196 -1.658256 4.147567 0.189 1.055 -0.117 0.063
H -0.108203 -0.089573 5.683351 -0.371 1.010 -0.704 0.024
H 0.715371 0.650143 4.262250 -1.004 -0.327 0.261 -0.031
H -1.596048 3.881369 3.629482 0.016 -1.168 0.016 0.091
H -2.915646 2.677545 3.519156 1.286 -0.165 -0.178 -0.001
H -3.704560 0.295453 0.854367 0.184 0.588 0.774 0.095
H -3.459744 0.865257 2.610660 0.325 -0.231 -1.180 0.051
H -3.554254 3.187376 0.669856 -0.578 -0.820 0.602 0.058
H -4.416631 2.999072 2.233163 0.484 -0.647 -0.975 0.037
H -6.244268 3.039780 0.872609 0.666 -0.683 -0.524 0.123
H -5.352699 2.510686 -0.595410 -0.289 -0.657 0.869 0.084
H -6.091576 0.504629 -0.142542 -0.165 -0.033 0.433 0.031
H -1.245448 -0.445037 -1.767192 -0.780 0.952 0.466 0.068
H -2.546874 -0.631675 -0.543969 0.892 1.170 -0.701 0.024
H -2.813754 2.104004 -1.814411 -0.376 -1.147 -0.127 0.066
H -4.035794 0.710220 -1.653772 0.847 0.563 -0.106 0.068
H -2.265906 -0.100610 -3.600486 0.044 0.490 -0.021 0.060
H -2.543310 1.525790 -3.922091 0.154 -0.662 -0.052 0.065
H 5.905859 1.897436 1.377373 -0.861 1.001 -1.333 -0.008
H 4.961869 3.407421 1.132449 0.181 -0.796 -0.689 0.110
H 7.360035 3.805597 0.850852 -0.537 -0.523 -0.695 0.078
H 7.563184 2.579335 -0.443969 -0.752 0.543 0.590 0.103
H 6.718649 4.053639 -2.158516 -0.318 0.173 1.083 0.123
H 7.288101 5.246377 -0.922002 -0.713 -0.809 -0.423 0.071
H 4.273889 4.338213 -1.014939 0.939 0.396 0.121 0.107
H 4.999650 5.647582 -2.007358 0.143 -0.568 0.967 0.128
H 2.888833 6.466883 0.649491 1.435 -0.280 -0.016 0.153
H 6.612975 0.875373 -1.245171 -1.304 0.040 -0.129 0.109
H 6.874366 -0.223110 -3.293736 -1.127 -0.357 0.151 0.125
H 5.513199 -0.734770 -4.342258 0.295 -0.211 0.959 0.102
H 6.842344 -2.690133 -3.568370 -1.022 0.568 1.579 0.020
H 5.180947 -2.815348 -2.768583 0.907 0.379 0.038 0.123
H 1.424866 -2.403511 -2.699458 -0.202 0.382 -0.750 -0.046
H 3.295570 -2.182551 -5.500795 -0.245 0.464 0.391 0.036
C -1.075923 -3.457828 -0.063991 -0.130 -0.295 0.238 -0.996
Cl -1.334562 -2.310144 1.249535 0.012 -0.276 -0.098 0.642
Cl 0.023554 -2.803187 -1.284539 -0.799 -0.343 0.836 0.688
H -0.651176 -4.370360 0.343988 -0.004 0.118 -0.020 0.016
H -2.029311 -3.674448 -0.535813 0.123 0.109 -0.025 -0.045
C -3.410244 -6.916673 -0.055677 -0.140 -0.069 -0.033 -1.015
Cl -3.638648 -5.719167 1.223935 0.066 0.242 0.067 0.507
Cl -2.306019 -6.287116 -1.281262 -0.014 -0.279 -0.210 0.536
H -2.994900 -7.825149 0.371259 0.073 0.154 0.000 0.028
H -4.369114 -7.132314 -0.518830 0.055 0.127 0.043 -0.012
C 2.992942 -2.463031 4.614534 0.114 -0.149 0.133 -0.987
Cl 3.148068 -2.056066 2.900746 0.026 -0.028 -0.033 0.508
Cl 2.057673 -1.237924 5.479715 0.447 -0.479 0.125 0.590
H 2.487931 -3.420765 4.705253 -0.048 0.135 -0.070 0.027
H 3.985098 -2.524800 5.053445 -0.067 0.111 -0.086 0.028
C 7.117528 8.483689 -1.287675 -0.084 -0.006 0.275 -1.039
Cl 6.878373 8.496164 -3.040552 -0.081 0.076 -0.031 0.512
Cl 8.620869 7.656952 -0.850154 0.058 0.015 0.078 0.520
H 7.161104 9.514962 -0.932510 0.260 -0.835 -0.313 -0.108
H 6.282165 7.964544 -0.821603 0.102 -0.106 -0.153 0.006
C 5.167905 3.247991 6.934217 -0.151 0.236 -0.005 -1.018
Cl 6.516691 2.160767 6.577492 0.047 0.001 0.028 0.534
Cl 3.781174 2.356954 7.562540 -0.027 0.067 0.024 0.502
H 5.487330 3.973358 7.677253 0.021 -0.165 0.000 0.027
H 4.874412 3.758010 6.020203 0.015 -0.180 0.005 0.018
C 0.360963 -8.291312 -3.899177 0.038 -0.039 -0.172 -1.028
Cl -0.411202 -9.523972 -2.894609 0.004 -0.052 -0.062 0.502
Cl 0.564148 -6.774633 -3.014716 0.159 0.092 -0.128 0.476
H 1.338134 -8.651076 -4.209157 -0.057 0.038 0.140 0.021
H -0.259875 -8.108609 -4.771848 -0.028 0.028 0.153 0.028
C -4.228352 6.025346 -1.218480 -0.047 0.170 -0.072 -1.037
Cl -3.921449 4.506002 -2.061060 -0.036 -0.035 -0.248 0.568
Cl -3.653044 5.935174 0.443599 -0.011 0.222 0.192 0.545
H -3.707065 6.829858 -1.729846 0.056 -0.143 0.044 0.022
H -5.295402 6.219105 -1.217830 0.101 -0.143 0.069 -0.066
C -7.069512 -7.256982 1.550511 -0.142 0.067 0.032 -1.026
Cl -7.284971 -7.286046 -0.204466 0.102 -0.039 -0.121 0.502
Cl -5.621117 -8.145126 2.031834 -0.167 -0.313 -0.001 0.507
H -6.975234 -6.226504 1.876035 0.118 -0.110 -0.161 -0.032
H -7.936060 -7.715320 2.020374 0.106 -0.067 -0.084 0.030
C -7.823187 8.354740 -1.048134 -0.160 0.112 0.012 -0.996
Cl -7.815591 6.748804 -0.308312 -0.092 0.006 0.033 0.530
Cl -6.265213 8.728543 -1.797067 -0.086 0.175 -0.046 0.540
H -8.596251 8.386928 -1.810708 0.136 -0.095 0.007 0.028
H -8.030056 9.094649 -0.280024 0.131 -0.108 -0.010 0.029
C -5.815218 -1.693149 -2.615754 0.121 0.060 -0.323 -0.992
Cl -7.284308 -1.261369 -1.736247 -0.163 0.089 -0.037 0.548
Cl -4.548447 -2.183609 -1.489952 0.095 -0.130 -0.008 0.573
H -6.031049 -2.514861 -3.292955 -0.024 -0.010 0.182 0.030
H -5.469538 -0.829863 -3.181152 0.046 -0.006 0.153 0.020
C 6.844934 12.282299 -2.138557 -0.053 0.082 -0.262 -0.990
Cl 8.584584 12.521094 -2.330350 -0.046 0.014 -0.056 0.514
Cl 6.471085 11.481469 -0.606059 -0.373 0.869 0.206 0.581
H 6.351545 13.249958 -2.158530 0.096 -0.066 0.133 0.027
H 6.481805 11.663540 -2.955024 0.105 -0.074 0.137 0.016
C -11.062686 -6.046913 -1.548607 -0.031 0.217 0.023 -1.008
Cl -10.784670 -7.587706 -2.369043 -0.083 0.030 -0.110 0.531
Cl -10.515265 -6.097763 0.130209 -0.197 0.126 0.024 0.501
H -10.517822 -5.266437 -2.072530 0.061 -0.141 0.065 0.028
H -12.126885 -5.829287 -1.564375 0.078 -0.138 0.049 0.027
C 8.238632 -4.132719 -5.889579 0.212 -0.106 -0.145 -0.973
Cl 8.585494 -5.166742 -4.500365 0.034 0.020 -0.039 0.534
Cl 6.703522 -3.275810 -5.683716 -0.026 -0.151 -0.901 0.608
H 9.036622 -3.402989 -5.994767 -0.123 -0.004 0.105 0.033
H 8.180583 -4.748497 -6.782745 -0.090 0.018 0.121 0.029
C 8.682980 2.099852 3.758761 0.161 -0.102 0.189 -0.996
Cl 9.462357 3.404474 2.856379 0.055 0.003 0.064 0.532
Cl 7.341579 1.393030 2.845053 0.551 -0.225 0.675 0.602
H 9.417423 1.324895 3.961082 -0.048 0.055 -0.151 0.030
H 8.299066 2.498727 4.692684 -0.049 0.042 -0.193 -0.043
C -6.648374 1.175426 3.248965 -0.170 0.167 0.077 -0.980
Cl -5.275280 1.866170 4.125601 -0.314 -0.185 0.828 0.617
Cl -8.155690 1.381884 4.151124 -0.104 -0.054 0.102 0.522
H -6.740723 1.673000 2.288125 -0.226 -0.145 0.844 -0.008
H -6.470790 0.114175 3.097689 0.017 0.137 0.044 0.037
C -5.912583 -6.746942 5.494128 0.187 -0.082 0.088 -0.998
Cl -6.392231 -5.546841 4.288634 0.027 0.202 0.201 0.527
Cl -6.734709 -8.292512 5.234340 -0.048 0.039 0.256 0.503
H -4.840811 -6.907495 5.414810 -0.108 -0.002 -0.115 0.033
H -6.158417 -6.373522 6.484429 -0.119 -0.005 -0.143 0.017
C -8.603053 -10.575002 -2.298975 -0.116 0.026 -0.103 -1.042
Cl -6.851848 -10.425308 -2.472858 0.038 0.035 -0.098 0.493
Cl -9.036040 -11.315667 -0.753940 -0.089 0.026 -0.021 0.499
H -9.045532 -9.585373 -2.350071 0.134 -0.047 0.141 -0.052
H -8.985202 -11.194412 -3.105838 0.109 -0.045 0.120 0.027
C 3.457519 -4.968976 -6.575770 0.109 -0.069 0.184 -1.037
Cl 2.934710 -3.722232 -7.715848 0.074 0.153 0.121 0.539
Cl 2.699510 -6.525358 -6.934065 0.027 -0.041 0.067 0.513
H 4.536050 -5.078357 -6.644146 -0.115 -0.012 -0.102 -0.005
H 3.180409 -4.663507 -5.569724 -0.089 -0.049 -0.109 0.016
C -5.532494 -1.602636 6.158290 -0.016 0.131 -0.094 -1.012
Cl -5.622627 -3.135194 7.036791 -0.115 0.009 0.126 0.502
Cl -3.935784 -1.390855 5.426861 -0.158 0.034 0.010 0.548
H -6.285786 -1.601364 5.374784 0.109 -0.102 0.030 0.020
H -5.716492 -0.784430 6.849038 0.110 -0.114 0.001 0.032
```
Forces are in eV/Å.



# C2H3NOS

A 2-piece molecular cluster, C2H3NOS overall at a distorted geometry (wB97M-V/def2-TZVPD, the OMol25 dataset).

Summary:
Structure (SMILES) ... N=C=O.C=S
Lowest unoccupied orbital energy ... -0.617 eV

```
8
Properties=species:S:1:pos:R:3:forces:R:3:nbo_charge:R:1
C 2.554818 -0.457312 -0.085322 0.035 0.240 -0.179 0.859
C -1.041262 -0.214858 0.642825 -0.006 -0.477 -0.195 -0.454
N 2.241823 -0.014374 -1.147139 -0.065 0.593 -0.787 -0.781
O 2.944643 -0.705772 0.972296 0.258 -0.510 1.067 -0.510
S -0.919810 -1.557405 -0.229262 -0.032 0.210 0.139 0.072
H -1.400124 -0.237213 1.665273 -0.034 0.044 0.088 0.193
H -0.773870 0.751846 0.240427 0.080 0.200 -0.040 0.192
H 1.729058 -0.363771 -1.923983 -0.237 -0.300 -0.093 0.430
```
Forces are in eV/Å.



# C5H5N

One molecule with the formula C5H5N at a distorted geometry (wB97M-V/def2-TZVPD, the OMol25 dataset).

Summary:
Lowest unoccupied orbital energy ... 0.819 eV

```
11
Properties=species:S:1:pos:R:3:forces:R:3:nbo_charge:R:1
C 1.700880 -1.614580 -0.136545 1.143 0.131 0.486 0.283
C -0.746895 -0.829859 -0.030766 -0.970 1.521 0.555 -0.168
C -0.265028 0.328782 0.208280 -1.193 0.407 -0.211 -0.047
C -1.716705 0.319472 -0.241192 1.777 -1.418 -2.595 -0.387
C 1.135989 0.769705 0.312364 0.733 0.453 -0.277 -0.267
N 1.736002 -0.516613 0.273364 1.578 -0.866 -0.445 -0.511
H -0.416404 -1.813719 -0.112056 -0.198 -1.503 -0.315 0.235
H -1.892356 0.414168 -1.354240 -0.479 0.671 1.445 0.188
H -2.491030 0.325052 0.450091 -1.542 0.816 0.910 0.197
H 1.502952 1.317479 -0.594187 -0.476 -0.166 0.842 0.239
H 1.452595 1.300114 1.224886 -0.374 -0.046 -0.394 0.237
```
Forces are in eV/Å.